Formula: C4H7NO
Source: the Open Molecules 2025 dataset
Level of theory: ωB97M-V/def2-TZVPD

Geometry as XYZ:
```
13
Properties=species:S:1:pos:R:3:nbo_charge:R:1
C 1.4765 -0.8365 -0.3034 -0.6475
C 0.9276 0.1925 0.6104 -0.2015
N 0.8337 1.6869 0.1240 -0.2928
C -0.2349 1.0814 0.1910 0.2406
C -1.7024 0.7262 0.0705 -0.0992
O -1.8474 -0.4878 -0.6039 -0.7067
H 2.1478 -0.3499 -0.9974 0.2243
H 0.6796 -1.1868 -1.0099 0.1890
H 1.9471 -1.6683 0.1679 0.2233
H 1.2152 -0.0502 1.6648 0.1887
H -2.1045 1.4231 -0.5905 0.2017
H -2.1396 0.6341 1.0373 0.1990
H -1.1986 -1.1646 -0.3609 0.4809
```

SMILES: C[C@H]1N=C1CO
ΔE to the lowest compared entry with this formula, charge and spin: 82.53 kcal per mole
total energy: -286.50012 hartree
lowest unoccupied orbital energy: 0.9 eV
HOMO-LUMO gap: 9.96 eV

=====

Formula: C6HClF2N2O4
Source: the Open Molecules 2025 dataset
Level of theory: ωB97M-V/def2-TZVPD

Geometry as XYZ:
```
16
Properties=species:S:1:pos:R:3:nbo_charge:R:1
C 0.8422 -1.6946 -0.3582 -0.0793
C 0.2357 -0.5402 0.0725 -0.3836
C 0.7924 0.8307 0.3361 0.7972
C 3.0843 2.1403 -0.3780 1.0099
C -1.0855 -0.9936 0.0485 0.2230
C -2.9528 -0.0650 0.4315 0.6653
N -0.0061 -2.6949 -0.5920 -0.3700
N -1.2375 -2.2687 -0.2108 -0.4311
O 0.4744 1.5825 1.2469 -0.6684
O 3.9822 1.6116 -0.9473 -0.7043
O 1.7899 1.0487 -0.5184 -0.6953
O 2.8022 3.0131 0.3591 -0.6762
F -3.0880 1.2559 0.5777 -0.3474
F -3.4868 -0.6303 1.4731 -0.3411
Cl -3.9514 -0.4934 -1.0586 -0.1847
H 1.8048 -2.1022 -0.4821 0.1858
```

total charge: -2
total energy: -1299.60412 hartree
lowest unoccupied orbital energy: 5.3 eV
HOMO-LUMO gap: 6.82 eV

=====

Formula: CH3Cl2N4
Source: the Open Molecules 2025 dataset
Level of theory: ωB97M-V/def2-TZVPD

Geometry as XYZ:
```
10
Properties=species:S:1:pos:R:3:nbo_charge:R:1
C -0.6539 0.0205 -1.1737 0.2938
N 0.6289 0.0714 -1.2412 -0.2047
N -0.2706 -0.1203 0.9814 -0.2189
N -1.1209 -0.2040 0.1268 -0.0985
N 1.2209 -0.1202 -0.0918 -0.1879
Cl -2.4010 -1.5683 -0.0884 0.0964
Cl 2.3212 -1.5794 0.0168 0.1888
H -1.2695 -0.0580 -1.9433 0.2455
H -0.2956 -0.7372 1.8969 0.4638
H 1.6993 0.6455 0.2023 0.4217
```

ΔE to the lowest compared entry with this formula, charge and spin: 89.57 kcal per mole
total charge: +1
total energy: -1178.79369 hartree
lowest unoccupied orbital energy: -6.3 eV
HOMO-LUMO gap: 8.08 eV

=====

Formula: C19H16INOPRuSe2Te2
Source: the Open Molecules 2025 dataset
Level of theory: ωB97M-V/def2-TZVPD

Geometry as XYZ:
```
44
Properties=species:S:1:pos:R:3:nbo_charge:R:1
Ru -0.4364 2.6379 -0.6754 0.0480
Se -2.6700 3.2369 0.5147 -0.1730
Te -4.5304 2.9178 -1.0278 0.2675
Te -3.3632 1.5515 -3.0775 0.1441
Se -1.1306 2.6261 -3.0394 -0.3755
O 1.8645 3.5083 -2.3582 -0.5544
N 1.7519 2.3712 -1.5967 -0.0971
C 2.2048 1.3486 -2.1907 0.0904
C 2.2858 0.0209 -1.5835 -0.0779
C 3.3414 -0.7833 -2.0264 -0.1719
C 3.5520 -2.0447 -1.5073 -0.1911
C 2.6888 -2.5430 -0.5410 -0.1949
C 1.6351 -1.7654 -0.0972 -0.1747
C 1.4207 -0.4845 -0.6022 -0.3273
P -0.0310 0.4210 0.0355 1.1738
C 0.1746 0.2123 1.8327 -0.2909
C 1.0855 1.0754 2.4445 -0.2135
C 1.3030 1.0027 3.8090 -0.1923
C 0.6022 0.0822 4.5762 -0.1955
C -0.3079 -0.7720 3.9726 -0.2140
C -0.5211 -0.7156 2.6019 -0.2240
C -1.4294 -0.6545 -0.4252 -0.3595
C -2.6551 -0.4179 0.2019 -0.2261
C -3.7857 -1.1218 -0.1734 -0.1504
C -3.7120 -2.0572 -1.1974 -0.2200
C -2.5028 -2.2885 -1.8320 -0.2069
C -1.3631 -1.5931 -1.4505 -0.2014
H 1.6713 4.2174 -1.7191 0.5023
H 2.6325 1.4675 -3.1854 0.2081
H 4.0132 -0.3886 -2.7795 0.2187
H 4.3852 -2.6407 -1.8546 0.2232
H 2.8348 -3.5371 -0.1393 0.2231
H 0.9564 -2.1542 0.6522 0.2278
H 1.5973 1.8182 1.8425 0.2403
H 2.0067 1.6781 4.2782 0.2209
H 0.7602 0.0337 5.6457 0.2171
H -0.8638 -1.4853 4.5677 0.2166
H -1.2271 -1.3906 2.1379 0.2238
H -2.7122 0.3175 0.9938 0.2304
H -4.7263 -0.9327 0.3285 0.2098
H -4.5980 -2.6007 -1.4996 0.2165
H -2.4418 -3.0189 -2.6290 0.2175
H -0.4214 -1.7870 -1.9484 0.2219
I 0.6614 4.6322 0.7215 -0.5095
```

ΔE to the lowest compared entry with this formula, charge and spin: 32.82 kcal per mole
2S+1: 2
total energy: -6936.49310 hartree
lowest unoccupied orbital energy (spin up / spin down): -0.7 / -2.1 eV
⟨S²⟩: 0.76
HOMO-LUMO gap (spin up / spin down): 6.52 / 5.07 eV

=====

Formula: C11H24F3IN4O4
Source: the Open Molecules 2025 dataset
Level of theory: ωB97M-V/def2-TZVPD

Geometry as XYZ:
```
47
Properties=species:S:1:pos:R:3:nbo_charge:R:1
N -0.4657 -2.5186 1.3503 -0.8393
C -1.4608 -1.6610 1.9754 0.4072
N -1.2623 -1.5918 3.4273 -0.8580
N -1.3119 -0.3035 1.4549 -0.8714
C -2.8400 -2.2564 1.6013 -0.4530
C -4.0034 -1.3356 1.9533 0.0044
O -5.1618 -2.1019 2.3271 -0.5060
C -5.1604 -2.5261 3.5921 0.6796
O -4.6221 -2.0195 4.5295 -0.5654
I -6.2814 -4.3249 3.7893 0.0853
C -4.4582 -0.3963 0.8060 0.9680
F -5.6697 -0.7438 0.3383 -0.3178
F -3.6332 -0.3958 -0.2441 -0.3099
F -4.5611 0.8682 1.2524 -0.3218
H -0.7435 -3.4926 1.3941 0.3569
H 0.4165 -2.4105 1.8380 0.3722
H -1.7546 -0.8033 3.8343 0.3618
H -1.5995 -2.4311 3.8853 0.3643
H -0.6294 -0.3294 0.7021 0.3974
H -0.9286 0.3042 2.1697 0.3626
H -2.8806 -2.5787 0.5604 0.2417
H -2.9515 -3.1594 2.2152 0.2088
H -3.6935 -0.6819 2.7689 0.2288
C 5.5411 2.1122 -1.6752 -0.2440
O 4.3944 2.9057 -1.4502 -0.5550
C 3.7546 3.3747 -2.6301 -0.0683
C 2.4102 2.7101 -2.8299 -0.2426
N 2.5593 1.3026 -3.1702 -0.6244
C 1.3182 0.5354 -3.1676 -0.2479
C 0.5441 0.4137 -1.8605 -0.0874
O 1.1911 -0.3619 -0.8667 -0.5504
C 2.1527 0.3227 -0.0864 -0.2490
H 6.0309 1.9724 -0.7130 0.1932
H 5.2922 1.1276 -2.0865 0.1585
H 6.2407 2.6082 -2.3546 0.1706
H 4.3952 3.2214 -3.5037 0.1759
H 3.5980 4.4501 -2.5107 0.1844
H 1.8861 3.2165 -3.6463 0.1931
H 1.8268 2.8669 -1.9120 0.1670
H 3.2098 0.8741 -2.5249 0.3515
H 1.5603 -0.4764 -3.5011 0.2046
H 0.6493 0.9647 -3.9206 0.1915
H -0.3863 -0.1149 -2.0833 0.1967
H 0.2590 1.3910 -1.4513 0.1632
H 1.8898 1.3754 0.0510 0.1731
H 3.1548 0.2572 -0.5192 0.1639
H 2.1845 -0.1599 0.8917 0.1854
```

SMILES: NC(N)(N)C[C@H](OC(=O)I)C(F)(F)F.COCCNCCOC
total energy: -1550.78705 hartree
lowest unoccupied orbital energy: 0.2 eV
HOMO-LUMO gap: 8.99 eV

=====

Formula: C4H5N3O
Source: the Open Molecules 2025 dataset
Level of theory: ωB97M-V/def2-TZVPD

Geometry as XYZ:
```
13
Properties=species:S:1:pos:R:3:nbo_charge:R:1
H -2.7719 -0.8524 0.2168 0.3175
N -2.5673 0.0952 0.0783 -0.6118
C -1.2876 0.0387 0.0639 0.5629
N -0.5629 1.3436 0.1153 -0.4883
C 0.6158 1.6619 -0.0581 0.4762
O 1.7678 0.6312 -0.1185 -0.6283
C 1.8477 -0.7873 0.0754 0.0672
C 0.6958 -1.4784 0.0713 -0.0933
N -0.6238 -1.1119 -0.2389 -0.6461
H 1.1389 2.5258 -0.2008 0.1953
H 2.8631 -1.0531 0.7176 0.2321
H 0.8285 -2.6302 0.2026 0.2051
H -1.1540 -1.9379 -0.5860 0.4114
```

SMILES: [H]/N=C1/N=COC=CN1
ΔE to the lowest compared entry with this formula, charge and spin: 102.30 kcal per mole
total energy: -394.80454 hartree
lowest unoccupied orbital energy: 0.4 eV
HOMO-LUMO gap: 9.03 eV

=====

Formula: CH5FN2
Source: the Open Molecules 2025 dataset
Level of theory: ωB97M-V/def2-TZVPD

Geometry as XYZ:
```
9
Properties=species:S:1:pos:R:3:nbo_charge:R:1
C -0.4531 0.2266 -0.2570 -0.4671
N 0.4447 -0.8639 -0.2081 -0.4440
N 1.7605 -0.4759 1.3473 -0.0747
F 0.8860 -0.2710 2.3889 -0.2616
H -1.1461 0.0089 -1.0780 0.2241
H -1.0533 0.3995 0.6474 0.1853
H 0.0926 1.1339 -0.5240 0.1959
H 0.0444 -1.6815 0.2515 0.3403
H 2.0082 0.4737 1.0383 0.3018
```

ΔE to the lowest compared entry with this formula, charge and spin: 109.05 kcal per mole
total energy: -250.28851 hartree
lowest unoccupied orbital energy (spin up / spin down): 0.0 / 0.0 eV
HOMO-LUMO gap (spin up / spin down): 9.72 / 9.74 eV

=====

Formula: C3H5FO3
Source: the Open Molecules 2025 dataset
Level of theory: ωB97M-V/def2-TZVPD

Geometry as XYZ:
```
12
Properties=species:S:1:pos:R:3:nbo_charge:R:1
C 1.6411 0.1264 0.1605 0.5607
C -1.5762 0.4657 0.2981 -0.6689
C -0.9061 -0.6787 -0.4328 0.4971
O 1.5977 0.5854 1.2527 -0.2381
O 2.6691 0.0205 -0.6604 -0.6510
O 0.5689 -0.4206 -0.5829 -0.5059
F -1.0407 -1.8340 0.2543 -0.3423
H -2.6067 0.2063 0.5335 0.2276
H -1.0409 0.6678 1.2249 0.2322
H -1.5571 1.3568 -0.3242 0.2283
H -1.2372 -0.8458 -1.4599 0.1719
H 3.4882 0.3502 -0.2638 0.4883
```

ΔE to the lowest compared entry with this formula, charge and spin: 22.14 kcal per mole
2S+1: 3
total energy: -442.65656 hartree
lowest unoccupied orbital energy (spin up / spin down): 0.7 / -3.6 eV
⟨S²⟩: 2.01
HOMO-LUMO gap (spin up / spin down): 5.00 / 7.97 eV

=====

Question: The lowest total energy belongs to which entry?
Answer: C19H16INOPRuSe2Te2

=====

Question: What is the formula in the sixth record?
Answer: C4H5N3O

=====

Question: Which of these has the highest total energy?
Answer: CH5FN2